ORCA calculation (wB97M-V/def2-TZVPD) on C32H58CoN3O2P2 as an isolated structure.

- HOMO-LUMO gap (spin up / spin down): 5.33 / 7.64 eV
- LUMO energy (spin up / spin down): -2.37 / -3.20 eV
- Net charge: +1
- Energy relative to the best compared isomer or geometry (same formula, charge and spin): 99.68 kcal/mol
- Spin multiplicity: 4
- E_HOMO (spin up / spin down): -7.7 / -10.8 eV
- Calculated total energy: -98885.741 eV

Each line ends with the Löwdin spin population.
Positions of all 98 atoms, in Å:
Co: -0.82 0.11 -0.76  0.981
P: -2.83 -0.76 -0.51  -0.010
P: 2.81 0.62 -1.01  0.806
O: -1.01 1.52 1.80  -0.006
O: -0.16 -1.45 3.29  0.001
N: 0.19 1.13 -1.78  0.220
N: -0.19 -1.79 5.56  0.000
N: -0.32 -1.44 -1.86  0.057
C: -3.30 -1.85 0.96  0.002
C: 0.96 0.83 -2.78  0.114
C: -2.08 -2.77 1.23  0.003
C: -3.50 -0.97 2.20  0.000
C: -4.52 -2.77 0.78  0.000
C: 3.63 1.45 1.56  0.026
C: 4.17 1.69 -1.97  0.064
C: -3.86 1.31 -2.11  0.000
C: 3.53 3.09 -2.03  0.029
C: -5.54 -0.20 -0.98  -0.001
C: -0.99 -3.42 -3.03  0.041
C: 1.81 -0.30 -2.57  0.174
C: -4.23 1.52 0.33  0.000
C: -0.47 -1.09 4.43  0.000
C: -0.96 0.91 0.80  0.000
C: -4.19 0.52 -0.83  -0.003
C: 5.54 1.75 -1.26  0.010
C: 4.35 -0.86 0.57  0.059
C: 4.45 1.22 -3.41  0.009
C: 0.65 -2.98 5.51  0.000
C: -0.55 -1.26 6.87  0.000
C: 0.34 -3.72 -3.27  0.032
C: 0.07 3.03 -3.70  0.002
C: 2.08 -0.44 1.56  0.008
C: -0.43 0.75 -4.80  0.007
C: 3.25 0.18 0.77  0.169
C: 1.74 1.84 -5.05  0.002
C: 0.60 1.63 -4.08  0.003
C: 1.32 -2.85 -2.78  0.036
C: 0.96 -1.57 -2.31  0.077
C: -2.71 -1.99 -1.87  -0.003
C: -1.27 -2.33 -2.21  0.014
H: -1.82 -3.37 0.35  0.000
H: -2.95 1.93 -1.99  0.000
H: -5.00 2.27 0.13  0.000
H: 2.76 2.10 1.71  0.003
H: -0.40 3.54 -4.56  0.000
H: 2.37 -3.13 -2.78  0.002
H: 6.06 0.79 -1.31  0.000
H: 2.23 0.91 -5.32  0.000
H: 0.58 -4.64 -3.79  0.002
H: -3.16 -1.54 -2.77  0.000
H: 2.49 3.04 -2.39  0.004
H: -5.46 -2.25 0.63  0.000
H: 0.22 -3.72 6.19  0.000
H: 4.07 -1.58 -0.21  0.012
H: -4.49 1.07 1.29  0.000
H: 4.41 2.06 1.10  0.001
H: 1.37 2.25 -6.00  0.000
H: -5.50 -1.07 -1.65  0.000
H: -0.95 -2.08 7.48  0.000
H: -1.33 0.57 -4.19  0.000
H: 5.29 -0.41 0.29  0.001
H: -4.69 2.00 -2.30  0.000
H: 1.22 0.24 1.64  0.003
H: 1.67 -2.74 5.86  0.000
H: -1.03 -0.15 4.63  0.000
H: -3.28 -2.91 -1.66  -0.001
H: -1.82 -3.99 -3.45  0.002
H: 4.11 3.73 -2.71  0.004
H: -4.61 -3.34 1.72  0.000
H: 3.58 0.82 -3.91  0.001
H: -6.28 0.50 -1.41  0.000
H: 0.32 -0.84 7.39  0.000
H: 5.23 0.46 -3.47  0.001
H: -3.27 2.03 0.48  0.000
H: 2.47 2.56 -4.69  0.000
H: 2.41 -0.64 2.59  0.001
H: -1.31 -0.49 6.73  0.000
H: -4.38 -3.49 -0.03  0.000
H: 4.48 -1.42 1.49  0.012
H: -0.67 2.98 -2.88  0.001
H: 0.06 -0.22 -5.02  0.002
H: -5.95 -0.52 -0.01  0.000
H: 4.78 2.06 -4.04  0.001
H: -0.74 1.21 -5.76  0.001
H: 2.62 -0.61 -3.24  0.006
H: 1.74 -1.39 1.12  0.002
H: -4.36 -0.31 2.09  0.000
H: -2.60 -0.37 2.43  0.000
H: 0.68 -3.36 4.49  0.000
H: 6.16 2.49 -1.79  0.002
H: -3.72 0.69 -3.00  0.000
H: 3.50 3.57 -1.04  0.002
H: -3.71 -1.61 3.07  0.000
H: -1.20 -2.21 1.56  0.002
H: -2.34 -3.45 2.05  0.000
H: 5.49 2.09 -0.22  0.001
H: 3.98 1.16 2.57  0.007
H: 0.91 3.66 -3.36  0.000

=====

ORCA calculation (wB97M-V/def2-TZVPD) on a 5-piece molecular cluster, C32H58FN5O7S2 overall.

- HOMO-LUMO gap: 6.77 eV
- LUMO energy: -1.15 eV
- Energy relative to the best compared isomer or geometry (same formula, charge and spin): 83.80 kcal/mol
- Spin multiplicity: 1
- E_HOMO: -7.9 eV
- SMILES string: CCCCN(CCCCC1=C(F)C(=O)C=C(OCC)C1=O)C(=S)SCCC.CNC(C)=O.CNC(C)=O.CNC(C)=O.CNC(C)=O
- Calculated total energy: -80290.395 eV

Each line ends with the Mulliken charge.
Positions of all 105 atoms, in Å:
S: 1.14 -4.74 1.18  -0.091
S: 2.12 -4.61 -1.67  -0.145
F: 5.95 1.69 2.12  -0.289
O: -5.95 1.79 -3.52  -0.638
O: 0.01 0.51 -5.16  -0.650
O: 1.00 4.13 -7.41  -0.574
O: 6.05 3.46 4.43  -0.557
O: 3.51 0.53 7.35  -0.398
O: -0.40 -2.43 8.98  -0.628
O: 2.56 -0.74 4.62  -0.516
N: -8.17 2.07 -3.52  -0.177
N: 2.46 -2.47 0.10  0.438
N: -1.49 -1.26 10.55  -0.157
N: 0.98 6.29 -7.97  -0.162
N: -2.22 0.79 -5.15  -0.025
C: 4.81 1.92 5.90  -0.736
C: 4.11 -0.59 2.16  -0.326
C: 3.85 -2.21 -0.34  -0.981
C: 2.00 -3.82 -0.21  -0.237
C: 1.63 5.12 -7.76  0.716
C: 3.12 5.08 -7.97  -1.312
C: 1.50 -1.41 -0.32  -0.794
C: -2.64 -0.70 11.23  -0.856
C: -0.71 -4.57 0.87  -0.548
C: -0.96 1.21 -5.46  0.879
C: -6.74 3.81 -4.53  -1.227
C: 2.08 0.29 7.46  -0.294
C: -1.27 -5.68 -0.14  -0.193
C: 3.50 0.06 4.73  0.935
C: -0.14 -2.79 -3.52  -1.106
C: 3.91 0.83 6.04  0.104
C: -3.47 1.46 -5.42  -0.996
C: 5.22 1.44 3.29  0.449
C: -1.47 -2.04 9.44  0.786
C: -0.17 -1.61 -2.42  0.249
C: 4.96 -2.63 0.75  -0.780
C: 5.41 -1.42 1.71  -0.628
C: -1.12 -7.18 0.43  -0.982
C: 1.54 7.56 -8.38  -0.849
C: 1.89 -1.32 7.58  -0.711
C: -6.91 2.48 -3.82  0.776
C: 5.42 2.40 4.53  0.194
C: 1.32 -1.23 -1.90  -0.868
C: 4.34 0.36 3.40  0.005
C: -2.79 -2.39 8.80  -1.340
C: -9.42 2.75 -3.79  -0.826
C: -0.80 2.53 -6.17  -1.384
H: -0.17 -7.29 1.05  0.263
H: 2.62 7.51 -8.53  0.332
H: 1.61 0.72 8.40  0.340
H: -7.14 4.61 -3.91  0.379
H: -2.64 -1.06 12.26  0.292
H: 2.94 -1.80 7.57  0.282
H: -2.24 -0.11 -4.68  0.182
H: -1.04 -7.88 -0.47  0.286
H: -0.58 -0.69 -2.97  -0.001
H: -2.61 -3.02 7.92  0.285
H: -1.31 2.50 -7.13  0.332
H: -3.57 -0.97 10.75  0.330
H: 2.12 -1.74 -2.52  0.454
H: 1.41 -1.63 8.55  0.237
H: -9.93 2.92 -2.84  0.281
H: 1.32 8.31 -7.61  0.279
H: -5.69 4.00 -4.70  0.231
H: 3.82 0.09 1.28  0.110
H: -1.20 3.33 -5.54  0.311
H: -0.61 -2.46 -4.51  0.315
H: 3.49 4.08 -7.76  0.285
H: -4.09 0.80 -6.03  0.240
H: -0.01 6.24 -7.81  0.226
H: -3.98 1.62 -4.46  0.433
H: 5.89 -2.95 0.16  0.325
H: -3.30 -1.49 8.48  0.369
H: 1.42 -0.10 -2.11  0.263
H: 0.48 -1.70 0.11  0.307
H: -7.25 3.78 -5.49  0.355
H: -1.28 -4.72 1.85  0.411
H: 3.62 5.78 -7.29  0.364
H: 3.94 -1.08 -0.53  0.425
H: 1.33 -1.75 6.69  0.190
H: -2.40 -5.51 -0.23  0.302
H: 1.06 7.86 -9.31  0.282
H: -8.19 1.18 -3.05  0.239
H: -0.81 -5.56 -1.17  0.125
H: 4.15 -2.70 -1.32  0.602
H: 4.62 -3.55 1.33  0.300
H: -2.01 -7.47 1.09  0.277
H: -0.89 -1.82 -1.57  0.353
H: 5.89 -1.92 2.62  0.313
H: -10.04 2.09 -4.41  0.283
H: 3.26 -1.33 2.27  0.423
H: -3.34 2.41 -5.92  0.345
H: 0.25 2.72 -6.34  0.442
H: -9.28 3.70 -4.30  0.316
H: -0.70 -3.72 -3.18  0.229
H: 5.15 2.50 6.83  0.360
H: 1.50 0.67 6.56  0.247
H: -0.94 -3.52 0.48  0.169
H: -2.54 0.39 11.25  0.283
H: 6.21 -0.80 1.20  0.335
H: -3.40 -2.95 9.50  0.385
H: 3.36 5.33 -9.01  0.361
H: -0.57 -1.06 10.92  0.226
H: 1.77 -0.43 0.19  0.303
H: 0.92 -3.10 -3.77  0.235